A structure of composition C21H16ClN5O8S2Sn. Source: the OMol25 dataset; level of theory: ωB97M-V/def2-TZVPD.

```
54
Properties=species:S:1:pos:R:3:forces:R:3
Sn 0.9701 -0.6987 0.8629 0.2 -0.2 0.0
O -3.3688 -2.8280 4.5605 0.1 0.0 0.0
C -4.0030 -2.5074 3.4449 0.1 0.0 -0.1
O -5.2035 -2.4693 3.3800 0.0 0.0 0.0
C -3.1675 -2.1962 2.2384 0.0 0.0 0.1
C -3.6891 -1.9262 0.9853 -0.1 0.1 0.0
Cl -5.3000 -1.8170 0.4754 0.0 0.0 0.0
N -2.6649 -1.6715 0.1392 0.1 0.0 0.0
N -1.4918 -1.7598 0.7850 0.0 0.0 -0.1
C -1.7722 -2.0699 2.0372 0.1 0.0 0.0
C -0.6014 -2.2578 2.9601 -0.1 -0.2 0.0
O -0.7785 -2.6720 4.0936 -0.1 0.0 0.2
O 0.5645 -2.0140 2.4602 -0.1 0.2 0.0
C -2.6860 -1.4472 -1.2756 0.0 0.0 0.0
C -3.4173 -2.2889 -2.0983 0.0 -0.1 0.0
C -3.4001 -2.0773 -3.4680 0.0 0.0 0.0
C -2.6491 -1.0437 -4.0088 0.0 0.0 0.0
C -1.9142 -0.2144 -3.1730 0.0 0.0 -0.1
C -1.9301 -0.4114 -1.8017 -0.1 0.1 0.1
H -2.3802 -2.8080 4.4527 0.0 0.0 0.0
H -3.9819 -3.1091 -1.6773 0.0 0.0 0.0
H -3.9684 -2.7320 -4.1147 0.0 0.0 0.0
H -2.6393 -0.8852 -5.0788 0.0 0.0 0.0
H -1.3355 0.6013 -3.5859 0.0 0.0 0.0
H -1.3959 0.2541 -1.1373 0.0 0.0 0.0
O 0.7932 0.8825 2.6855 0.0 -0.1 -0.3
S -0.0170 1.8657 1.9482 0.0 0.1 -0.1
O 1.1992 2.6444 1.1463 -0.1 0.0 0.2
O -0.7535 1.1425 0.9053 0.0 0.2 0.1
O -0.7190 2.8468 2.6963 0.0 -0.1 0.0
C 5.1823 0.5854 3.6101 0.0 0.0 0.0
C 5.1762 0.7777 2.2377 0.0 0.0 0.0
C 4.1546 0.2107 1.4996 0.0 0.0 0.0
N 3.1825 -0.5125 2.0548 -0.2 0.0 0.2
C 3.1864 -0.6930 3.3788 0.1 -0.1 0.0
C 4.1741 -0.1660 4.1908 0.0 0.0 0.0
H 5.9624 1.0224 4.2197 0.0 0.0 0.0
H 5.9413 1.3619 1.7468 0.0 0.0 0.0
H 4.0991 0.3428 0.4242 0.0 0.0 0.0
H 2.3655 -1.2717 3.7818 0.0 0.0 0.0
H 4.1415 -0.3346 5.2575 0.0 0.0 0.0
C 0.8053 3.6081 -4.9699 0.0 0.0 0.0
C 1.0263 2.8339 -3.7071 0.0 0.0 -0.1
C 1.3965 1.4869 -3.7250 0.0 0.0 0.0
C 1.4914 0.8450 -2.5099 0.0 0.0 0.0
N 1.2898 1.4659 -1.3445 0.1 0.1 -0.1
C 0.9966 2.7518 -1.4435 -0.1 0.0 -0.1
S 0.7735 3.7407 -0.0140 0.0 -0.1 0.1
N 0.8277 3.4643 -2.5555 0.1 0.0 0.0
H 1.5669 3.3711 -5.7119 0.0 0.0 0.0
H 0.8117 4.6740 -4.7588 0.0 0.0 0.0
H -0.1655 3.3469 -5.3953 0.0 0.0 0.0
H 1.5889 0.9688 -4.6534 0.0 0.0 0.0
H 1.7261 -0.2131 -2.4502 0.0 0.0 0.0
```
Forces are in eV/Å.

Properties
Multiplicity ... 1
Orbital gap ... 0.339 hartree
HOMO ... -9.34 eV
Total energy ... -85893.6104 eV

natural (NBO) atomic charge list, values in e, 8 entries:
1. Sn 1.482
2. O -0.672
3. C 0.784
4. O -0.578
5. C -0.264
6. C 0.181
7. Cl 0.115
8. N -0.181



A structure of composition C21H16F5FeNOPSe3Te. Source: the OMol25 dataset; level of theory: ωB97M-V/def2-TZVPD.

```
50
Properties=species:S:1:pos:R:3:forces:R:3
Fe 0.3220 -0.3939 -0.2289 0.7 0.1 0.2
O 2.5150 1.2681 -1.0424 0.1 0.0 0.2
N 1.6528 1.1098 0.0421 -0.4 0.1 -0.5
C 1.5373 2.1979 0.6889 0.1 0.0 0.2
C 0.7409 2.4002 1.9042 -0.1 0.1 -0.1
C 0.9229 3.6440 2.5120 -0.1 0.0 0.0
C 0.2439 3.9879 3.6677 0.0 0.0 0.0
C -0.6253 3.0729 4.2383 0.0 0.0 0.0
C -0.7970 1.8280 3.6533 0.0 0.0 0.0
C -0.1414 1.4732 2.4791 0.1 0.0 0.1
P -0.2897 -0.2491 1.8452 0.0 -0.1 0.0
C -2.0196 -0.7199 2.1348 -0.1 0.0 -0.1
C -3.0607 0.1994 2.1092 0.0 0.0 0.0
C -4.3743 -0.2280 2.2571 0.0 0.0 0.0
C -4.6549 -1.5743 2.4143 0.0 0.0 0.0
C -3.6211 -2.5029 2.3982 0.0 0.0 0.0
C -2.3126 -2.0804 2.2462 0.0 0.0 0.0
C 0.5942 -0.9989 3.2779 0.0 0.0 0.0
C -0.0351 -1.5222 4.4038 0.0 0.0 0.0
C 0.7106 -1.9386 5.4996 0.0 0.0 0.0
C 2.0921 -1.8232 5.4886 0.0 0.0 0.0
C 2.7271 -1.2923 4.3740 0.0 0.0 0.0
C 1.9835 -0.8848 3.2781 0.0 0.0 0.0
H 2.8947 0.3825 -1.1547 -0.1 0.0 -0.1
H 2.1073 3.0522 0.3332 0.1 -0.1 0.1
H 1.6042 4.3536 2.0577 0.0 0.0 0.0
H 0.3957 4.9609 4.1171 0.0 0.0 0.0
H -1.1657 3.3190 5.1439 0.0 0.0 0.0
H -1.4599 1.1122 4.1233 0.0 0.0 0.0
H -2.8543 1.2492 1.9443 0.0 0.0 0.0
H -5.1763 0.4984 2.2163 0.0 0.0 0.0
H -5.6808 -1.9078 2.5128 0.0 0.0 0.0
H -3.8366 -3.5611 2.4786 0.0 0.0 0.0
H -1.5138 -2.8114 2.2017 0.0 0.0 0.0
H -1.1129 -1.6131 4.4306 0.0 0.0 0.0
H 0.2064 -2.3523 6.3647 0.0 0.0 0.0
H 2.6729 -2.1466 6.3439 0.0 0.0 0.0
H 3.8062 -1.2035 4.3506 0.0 0.0 0.0
H 2.4887 -0.4908 2.4061 0.0 0.0 0.0
Se -1.0347 1.5392 -0.8610 -0.4 -0.1 0.0
Se -3.3172 1.1634 -1.3631 0.3 0.1 0.0
Te -3.4288 -1.3902 -1.3719 0.3 0.0 0.0
Se -0.9965 -2.0473 -1.2570 -0.4 -0.1 -0.1
F 3.0818 -1.1111 0.3253 0.0 0.0 0.0
C 1.9160 -1.6671 -0.2799 -0.1 -0.1 0.1
F 2.3102 -1.7269 -1.6276 0.0 0.1 -0.1
C 2.0297 -3.1332 0.1803 0.1 0.0 0.0
F 1.9073 -3.2190 1.5172 0.0 0.0 0.0
F 1.1067 -3.9288 -0.3600 0.0 0.0 -0.1
F 3.2321 -3.6681 -0.1360 0.0 0.0 0.1
```
Forces are in eV/Å.

Properties
Multiplicity ... 1
Orbital gap (spin up / spin down) ... 0.200 / 0.200 hartree
HOMO (spin up / spin down) ... -3.24 / -3.24 eV
Total energy ... -286172.3307 eV
Charge ... -1

natural (NBO) atomic charge list, values in e, 8 entries:
1. Fe 0.266
2. O -0.556
3. N -0.118
4. C 0.105
5. C -0.092
6. C -0.172
7. C -0.216
8. C -0.221



A structure of composition C21H16IrN2O9S2. Source: the OMol25 dataset; level of theory: ωB97M-V/def2-TZVPD.

```
51
Properties=species:S:1:pos:R:3:forces:R:3
Ir -0.0965 0.2199 -0.3854 1.4 -2.0 0.3
C 2.0595 3.1777 -2.7823 0.1 0.0 0.0
O 2.3834 2.3203 -3.8812 -0.3 0.0 0.0
C 2.3804 0.9685 -3.7186 0.0 -0.1 0.0
C 3.2675 0.2858 -4.5277 0.1 0.0 0.0
C 3.3581 -1.1067 -4.5505 0.0 0.0 0.0
C 2.5265 -1.8337 -3.7360 0.0 0.1 0.0
C 1.6166 -1.1722 -2.9017 0.0 0.2 0.3
C 0.6542 -1.9549 -2.1752 0.0 0.0 -0.3
N -0.1696 -1.4899 -1.3162 0.4 -1.2 0.9
N -1.1888 -2.3758 -0.8897 -0.1 0.5 -0.1
C -2.1369 -1.6220 -0.4149 0.3 0.0 0.0
O -2.0560 -0.3313 -0.3392 -0.3 0.6 -0.5
C -3.3790 -2.2382 0.1041 0.0 0.0 -0.1
C -4.0337 -1.6441 1.1767 0.0 0.0 0.0
C -5.1948 -2.2170 1.6751 0.0 0.0 0.0
C -5.7115 -3.3687 1.0967 0.0 0.0 0.0
C -5.0571 -3.9582 0.0224 0.0 0.0 0.0
C -3.8894 -3.3972 -0.4712 0.0 0.0 0.1
C 1.4927 0.2396 -2.8746 -0.1 -0.1 0.1
O 0.5596 0.8661 -2.1985 -0.5 0.6 -0.3
H 2.2487 4.1852 -3.1497 0.0 0.0 0.0
H 2.7107 2.9760 -1.9320 0.0 0.0 0.0
H 1.0273 3.0694 -2.4713 0.0 0.0 0.0
H 3.9043 0.8912 -5.1623 0.0 0.0 0.0
H 4.0674 -1.5950 -5.2054 0.0 0.0 0.0
H 2.5459 -2.9175 -3.7362 0.0 0.0 0.0
H 0.5279 -3.0059 -2.4138 -0.1 0.0 -0.1
H -3.6227 -0.7477 1.6241 0.0 0.0 0.0
H -5.6968 -1.7591 2.5181 0.0 0.0 0.0
H -6.6255 -3.8058 1.4806 0.0 0.0 0.0
H -5.4595 -4.8546 -0.4330 0.0 0.0 0.0
H -3.3596 -3.8485 -1.2997 0.0 0.0 0.0
O -1.6643 0.0639 3.4743 0.3 -0.3 0.0
S -0.7641 0.4652 2.4269 -0.3 0.5 -0.5
O -0.1717 -0.6642 1.6309 -0.6 0.6 0.0
O -1.2936 1.4388 1.4800 0.0 0.4 0.5
C 0.5751 1.3673 3.2075 0.1 -0.1 0.0
C 0.3589 1.6996 4.5372 0.1 -0.1 0.0
C 1.2270 2.5447 5.2120 0.0 0.0 0.0
C 2.3246 3.0660 4.5540 0.0 0.0 0.0
C 2.5565 2.7333 3.2273 0.0 -0.1 0.0
C 1.6967 1.8870 2.5385 0.0 -0.1 0.1
S 2.1076 1.6724 0.7965 -0.6 0.7 -0.6
O 2.0058 0.2345 0.4341 -0.1 0.2 -0.5
O 3.4179 2.2432 0.6435 0.0 -0.2 0.0
O 1.0232 2.3524 0.0609 0.2 0.1 0.8
H -0.5118 1.2883 5.0280 0.0 0.0 0.0
H 1.0349 2.7960 6.2476 0.0 0.0 0.0
H 3.0078 3.7316 5.0662 0.0 0.0 0.0
H 3.4161 3.1239 2.7031 0.0 0.0 0.0
```
Forces are in eV/Å.

Properties
Multiplicity ... 1
Orbital gap ... 0.274 hartree
HOMO ... -4.81 eV
Total energy ... -67954.6140 eV
Charge ... -1

natural (NBO) atomic charge list, values in e, 8 entries:
1. Ir 1.405
2. C -0.251
3. O -0.531
4. C 0.304
5. C -0.245
6. C -0.264
7. C -0.183
8. C -0.216



A structure of composition C21H16N12O2S2Sn. Source: the OMol25 dataset; level of theory: ωB97M-V/def2-TZVPD.

```
54
Properties=species:S:1:pos:R:3:forces:R:3
Sn -1.1938 0.9077 -0.8246 -0.4 -0.2 -0.2
N 1.9079 0.6672 0.4056 0.0 -0.1 0.2
C 1.8426 1.7597 -0.3507 0.1 0.1 -0.2
N 2.9265 2.5121 -0.4375 -0.1 0.0 0.0
C 2.8509 3.5668 -1.2486 0.0 0.0 0.0
N 3.9051 4.3527 -1.3692 0.0 0.0 0.0
N 1.7503 3.8994 -1.9909 0.0 0.0 0.0
C 0.7235 3.1309 -1.8292 -0.1 0.0 0.1
N 0.6751 2.0466 -1.0074 0.1 0.0 0.0
C -0.5183 3.4444 -2.5957 0.0 -0.1 0.0
C -0.6155 4.5514 -3.4129 0.0 0.0 0.0
C -1.8085 4.7577 -4.0973 0.0 0.0 0.0
C -2.8505 3.8583 -3.9434 0.0 0.0 0.0
C -2.6752 2.7739 -3.0990 0.0 0.0 0.0
N -1.5322 2.5769 -2.4428 0.3 0.2 0.0
H 2.7777 0.4899 0.8821 0.0 0.0 0.0
H 1.1797 -0.0297 0.4677 0.0 0.0 -0.1
H 4.7388 4.1554 -0.8405 0.0 0.0 0.0
H 3.8660 5.1581 -1.9708 0.0 0.0 0.0
H 0.2246 5.2236 -3.5042 0.0 0.0 0.0
H -1.9206 5.6163 -4.7453 0.0 0.0 0.0
H -3.7898 3.9891 -4.4612 0.0 0.0 0.0
H -3.4629 2.0469 -2.9383 0.0 0.0 0.0
N 2.1755 -5.3762 4.3630 0.0 0.0 0.0
C 1.3666 -4.6923 3.5313 0.0 0.0 0.0
C 0.8651 -3.4257 3.8978 0.0 0.0 0.0
C 0.0386 -2.7342 3.0497 0.0 0.0 -0.1
C -0.3164 -3.2869 1.8128 0.1 0.1 0.0
C 0.1655 -4.5469 1.4408 -0.1 -0.1 0.0
C 0.9980 -5.2374 2.2827 0.0 0.0 0.0
S -1.3598 -2.4207 0.7607 0.1 -0.1 0.1
O -2.0037 -1.3479 1.4698 0.0 0.0 0.0
O -2.1050 -3.3071 -0.0817 0.0 0.0 0.0
N -0.3407 -1.5364 -0.2805 0.1 0.2 0.2
C -0.0868 -1.8855 -1.5002 -0.1 0.0 -0.1
S -0.2881 -3.4563 -2.2764 0.0 -0.1 0.0
C 0.3109 -2.7967 -3.7056 0.0 0.0 0.0
C 0.5648 -1.4257 -3.5684 0.0 0.0 -0.1
N 0.3470 -0.9162 -2.3687 -0.1 -0.1 0.1
H 2.4027 -5.0210 5.2744 0.0 0.0 0.0
H 2.5050 -6.2952 4.1280 0.0 0.0 0.0
H 1.1165 -3.0111 4.8652 0.0 0.0 0.0
H -0.3672 -1.7789 3.3474 0.0 0.0 0.0
H -0.1505 -4.9983 0.5095 0.0 0.0 0.0
H 1.3551 -6.2200 2.0044 0.0 0.0 0.0
H 0.4372 -3.3884 -4.5987 0.0 0.0 0.0
H 0.9046 -0.7989 -4.3809 0.0 0.0 0.0
N -1.0600 1.7198 1.6139 -0.1 0.0 0.0
C -1.7284 1.4920 2.5255 0.1 0.1 -0.1
C -2.5260 1.2167 3.6583 0.1 0.0 -0.1
C -2.1429 0.1386 4.4733 -0.2 -0.1 0.1
N -1.8206 -0.7689 5.1084 0.1 0.0 0.1
C -3.6588 2.0034 3.9077 0.0 -0.1 0.1
N -4.5995 2.6472 4.0906 0.0 0.1 0.0
```
Forces are in eV/Å.

Properties
Multiplicity ... 1
Orbital gap (spin up / spin down) ... 0.177 / 0.161 hartree
HOMO (spin up / spin down) ... -12.93 / -12.94 eV
Total energy ... -71499.6460 eV
Charge ... +2

natural (NBO) atomic charge list, values in e, 8 entries:
1. Sn 1.466
2. N -0.755
3. C 0.641
4. N -0.548
5. C 0.616
6. N -0.709
7. N -0.506
8. C 0.472



Calculated relative energy (zero: lowest compared OMol25 entry of this formula, charge and spin) (kJ/mol), listed in the same order as above: 0.0, 0.0, 125.9, 49.6